[1]
{"formula": "C8H13N2O2", "method": "ωB97M-V with the def2-TZVPD basis set", "charge": 1, "e_tot_ev": -15572.5795, "smiles": "C/C(O)=[NH+]/C(N)=C\\C=C/C=C/O", "gap_ev": 7.75, "max_force_ev_per_a": 5.6, "symbols": ["C", "C", "O", "N", "C", "N", "C", "C", "C", "C", "C", "O", "H", "H", "H", "H", "H", "H", "H", "H", "H", "H", "H", "H", "H"], "positions_angstrom": [[1.0146, -0.8327, -2.4500], [1.3311, 0.2343, -1.4143], [2.3861, 1.0184, -1.6556], [0.6555, 0.2277, -0.2846], [0.9903, 0.9669, 0.8898], [1.9900, 1.9880, 0.7614], [0.3931, 0.7072, 2.0705], [-0.3962, -0.4926, 2.3031], [-1.2221, -1.3454, 1.6610], [-1.7582, -1.1943, 0.3238], [-2.4402, -0.1539, -0.0820], [-3.2062, -0.1833, -1.1471], [1.9786, -0.8289, -3.1120], [0.7394, -1.7753, -2.1187], [0.2327, -0.4784, -3.1390], [2.7229, 1.7613, -1.0970], [-0.2039, -0.5061, -0.2771], [2.1830, 2.4055, 1.5699], [1.6189, 2.7823, 0.2066], [0.5642, 1.2060, 3.0663], [-0.4257, -0.7037, 3.4027], [-1.5391, -2.3393, 1.9294], [-1.9033, -2.1748, -0.2741], [-2.2965, 0.7726, 0.3562], [-3.4088, -1.0612, -1.4893]], "forces_ev_per_angstrom": [[2.6, 3.4, -2.6], [1.1, 0.2, 1.1], [-1.0, -1.2, -1.3], [-0.1, -0.8, -0.4], [-0.1, 1.2, 1.2], [-1.9, -1.1, -5.1], [-0.4, -0.7, -0.1], [-1.4, -1.4, 2.7], [1.1, 0.7, -1.4], [0.4, -3.4, -0.8], [-0.1, -0.9, -1.5], [-1.0, 1.2, -1.1], [-1.8, -0.5, 1.2], [-0.2, -1.6, 1.1], [0.1, 0.1, 0.3], [-1.0, -1.1, 0.6], [1.5, 1.9, 0.5], [1.1, 1.5, 4.5], [0.1, -0.6, 0.2], [0.3, 0.0, -1.8], [0.6, -0.2, -0.9], [0.2, 0.1, 1.6], [0.1, 1.5, 1.0], [-0.4, 1.9, 0.8], [0.2, -0.2, 0.3]]}

[2]
{"formula": "C36H33BCl3FMgN9O4", "method": "ωB97M-V with the def2-TZVPD basis set", "multiplicity": 2, "e_tot_ev": -105882.3588, "gap_ev": [7.83, 4.81], "max_force_ev_per_a": 0.8, "symbols": ["Mg", "C", "C", "C", "C", "N", "N", "B", "N", "C", "C", "C", "C", "N", "N", "C", "C", "C", "C", "N", "N", "C", "C", "C", "C", "N", "H", "H", "H", "H", "H", "H", "H", "H", "H", "H", "H", "H", "H", "H", "H", "H", "H", "H", "H", "H", "Cl", "C", "C", "C", "Cl", "C", "O", "C", "Cl", "C", "H", "H", "C", "C", "C", "C", "C", "C", "C", "F", "C", "C", "C", "O", "C", "C", "N", "C", "C", "O", "O", "H", "H", "H", "H", "H", "H", "H", "H", "H", "H", "H"], "positions_angstrom": [[-0.1008, -1.0489, -0.2378], [2.7741, 0.0752, -2.0257], [2.9473, -0.9076, -0.9188], [4.0478, -1.1080, -0.0808], [3.6087, -2.0255, 0.8490], [2.3466, -2.3722, 0.5517], [1.9328, -1.6699, -0.5347], [1.3225, -3.2321, 1.3386], [0.5040, -2.3367, 2.2856], [0.6991, -2.1136, 3.5905], [-0.1915, -1.1466, 4.0064], [-0.9051, -0.8093, 2.8550], [-1.9608, 0.2308, 2.6847], [-0.4866, -1.5318, 1.8220], [0.3601, -3.9200, 0.3246], [0.2601, -5.2409, 0.1131], [-0.6822, -5.4515, -0.8683], [-1.1216, -4.1696, -1.2183], [-2.1399, -3.8247, -2.2536], [-0.4897, -3.2501, -0.4916], [2.0289, -4.3357, 2.1108], [3.2290, -4.9210, 1.8911], [3.3441, -5.9868, 2.7494], [2.1364, -5.9871, 3.4761], [1.6978, -6.9206, 4.5564], [1.3540, -4.9970, 3.0834], [3.7248, 0.2853, -2.5146], [2.3891, 1.0163, -1.6220], [2.0692, -0.2915, -2.7718], [5.0064, -0.6221, -0.1195], [4.1057, -2.4281, 1.7140], [1.4390, -2.6741, 4.1336], [-0.3076, -0.7374, 4.9940], [-2.1892, 0.7006, 3.6404], [-2.8890, -0.1951, 2.2992], [-1.6237, 1.0048, 1.9929], [0.8515, -5.9343, 0.6856], [-1.0113, -6.3917, -1.2743], [-2.5402, -4.7361, -2.6962], [-1.7024, -3.2388, -3.0631], [-2.9767, -3.2716, -1.8270], [3.8878, -4.5780, 1.1132], [4.1743, -6.6663, 2.8372], [2.4628, -7.6692, 4.7579], [0.7800, -7.4380, 4.2760], [1.5008, -6.3779, 5.4812], [-5.4673, 0.3513, -5.2167], [-4.0449, -0.0240, -4.3401], [-4.1391, -0.2297, -2.9588], [-3.0086, -0.5188, -2.2475], [-3.0877, -0.7562, -0.5580], [-1.7026, -0.6127, -2.8897], [-0.6532, -0.8262, -2.2730], [-1.6913, -0.4019, -4.3311], [-0.1810, -0.5199, -5.1097], [-2.8313, -0.1136, -5.0276], [-5.0985, -0.1487, -2.4687], [-2.8074, 0.0506, -6.0951], [0.0397, 6.6508, 1.7087], [0.7877, 6.2313, 0.4507], [0.5245, 7.1318, -0.7482], [-0.9297, 7.0353, -1.1864], [-1.3407, 5.5988, -1.3738], [-2.3993, 5.2653, -2.1858], [-2.7582, 3.9304, -2.3495], [-3.8089, 3.6467, -3.1517], [-2.0855, 2.9154, -1.7395], [-0.9971, 3.2201, -0.9111], [-0.2630, 2.1241, -0.2606], [-0.6450, 0.9455, -0.4673], [0.8321, 2.5066, 0.5547], [1.1080, 3.8397, 0.6871], [0.4439, 4.8426, 0.0967], [-0.6332, 4.5607, -0.7244], [1.7387, 1.5424, 1.3353], [2.6527, 2.0852, 1.9707], [1.4560, 0.3309, 1.2341], [0.3095, 7.6706, 1.9852], [0.2924, 5.9921, 2.5392], [-1.0404, 6.6067, 1.5651], [1.8587, 6.2237, 0.6569], [1.1806, 6.8300, -1.5678], [0.7800, 8.1589, -0.4855], [-1.0852, 7.5799, -2.1186], [-1.5782, 7.5072, -0.4432], [-2.9590, 6.0309, -2.7079], [-2.3753, 1.8868, -1.8730], [1.9404, 4.1041, 1.3306]], "forces_ev_per_angstrom": [[0.4, 0.5, 0.4], [0.0, 0.0, 0.0], [0.1, 0.0, 0.0], [-0.1, -0.1, 0.0], [0.0, 0.1, 0.0], [0.1, 0.0, -0.1], [-0.2, -0.2, 0.0], [0.0, -0.1, -0.2], [-0.1, -0.1, 0.2], [0.0, 0.0, 0.0], [0.0, 0.0, -0.1], [-0.1, 0.1, 0.0], [0.0, 0.0, 0.1], [0.1, -0.1, -0.2], [0.0, 0.0, 0.0], [0.0, 0.0, 0.0], [0.0, 0.0, 0.0], [0.0, 0.0, 0.0], [0.0, -0.1, -0.1], [0.0, 0.2, 0.0], [0.2, 0.1, 0.3], [-0.1, -0.2, -0.2], [0.0, 0.0, -0.1], [0.0, 0.0, 0.0], [0.0, 0.0, 0.1], [-0.1, 0.0, 0.0], [0.0, 0.0, 0.0], [0.0, 0.0, 0.0], [0.0, 0.0, 0.0], [0.0, 0.0, 0.0], [0.0, 0.0, 0.0], [0.0, 0.0, 0.0], [0.0, 0.0, 0.0], [0.0, 0.0, 0.0], [0.0, 0.0, 0.0], [0.0, 0.0, 0.0], [0.0, 0.0, 0.0], [0.0, 0.0, 0.0], [0.0, 0.0, 0.0], [0.0, 0.0, 0.0], [0.0, 0.0, 0.0], [0.0, 0.0, 0.0], [0.0, 0.0, 0.0], [0.0, 0.0, 0.0], [0.0, 0.0, 0.0], [0.0, 0.0, 0.0], [0.0, 0.0, 0.0], [-0.1, 0.0, 0.0], [0.0, 0.0, 0.1], [-0.1, 0.0, 0.0], [-0.1, -0.1, 0.0], [0.1, 0.2, 0.1], [-0.2, -0.4, -0.2], [-0.1, 0.0, 0.0], [0.0, 0.0, -0.1], [0.1, 0.0, -0.1], [0.0, 0.0, 0.0], [0.0, 0.0, 0.0], [0.0, 0.0, 0.0], [0.0, 0.0, 0.0], [0.0, 0.0, 0.0], [0.0, 0.0, 0.0], [0.0, -0.1, 0.0], [0.0, 0.0, 0.0], [0.0, 0.0, 0.0], [0.0, 0.0, 0.0], [0.0, 0.1, 0.0], [0.0, 0.0, 0.0], [0.0, -0.1, 0.0], [-0.1, 0.1, -0.1], [-0.1, 0.2, 0.0], [0.1, -0.2, 0.1], [-0.1, 0.1, 0.0], [0.0, 0.0, 0.0], [0.1, 0.1, 0.0], [0.0, 0.0, 0.0], [-0.3, -0.2, -0.2], [0.0, 0.0, 0.0], [0.0, 0.0, 0.0], [0.0, 0.0, 0.0], [0.0, 0.0, 0.0], [0.0, 0.0, 0.0], [0.0, 0.0, 0.0], [0.0, 0.0, 0.0], [0.0, 0.0, 0.0], [0.0, 0.0, 0.0], [0.0, 0.0, 0.0], [0.0, 0.0, 0.0]]}